This record from the OMol25 dataset describes one molecule with the formula C6H7NO at a distorted geometry. The level of theory is the ωB97M-V functional and the def2-TZVPD basis.

F_max = 2.95 eV/A
Energy above the lowest of the compared OMol25 structures with the same formula, charge and spin = 129.8 kcal/mol
HOMO level (spin up / spin down) = -9.073 / -8.138 eV
Gap between HOMO and LUMO (spin up / spin down) = 8.60 / 7.60 eV

CARTESIAN COORDINATES (ANGSTROEM)
O -1.3216 -0.2413 0.2950
H 0.2527 1.9829 0.7177
H -0.0173 0.1845 1.8392
C -0.5289 -0.7311 1.3807
H 1.0078 -1.0827 -1.2420
C 0.4043 1.5587 -0.3189
H 1.4218 1.0295 -0.3176
N -1.6318 0.4699 -2.9197
C 0.7666 -1.5550 0.9023
C -1.3393 0.6041 -1.8044
H 0.3758 2.4211 -1.1569
H -1.2134 -1.4438 1.8303
C 1.2035 -1.5821 -0.2985
C -0.6350 0.5627 -0.6208
H 1.2546 -2.1774 1.7136